Entry 1:
20
Properties=species:S:1:pos:R:3:forces:R:3 method="wB97M-V/def2-TZVPD" gap_ev="4.2535 / 12.3853" e_above_lowest_kj_mol=179.2 spin_multiplicity=2 s2=0.750 lumo_energy_ev="1.17 / 0.74" mol_weight_g_mol=92.2 e_homo_ev="-3.09 / -11.64"
C -1.5318 -0.4170 -0.9920 -1.66 0.49 1.51
C -0.4950 0.2824 -0.0943 1.07 -2.53 -1.47
C -0.7578 0.2836 1.4105 -0.14 1.23 -0.23
C -0.7514 1.7583 1.8298 0.05 0.44 0.81
N 0.8979 -0.3275 -0.3198 -0.40 0.83 0.50
H -1.4520 -1.4544 -1.2981 0.65 0.08 -0.17
H -1.8679 0.2592 -1.7756 0.47 -0.34 -0.54
H -2.4143 -0.4202 -0.3342 -0.16 -0.21 -0.21
H -0.3867 1.2078 -0.6218 0.11 1.16 0.80
H -1.6904 -0.2245 1.6481 -0.09 0.10 -0.04
H 0.0269 -0.2455 1.9435 0.08 -0.05 -0.02
H 0.1509 2.2450 1.4536 0.03 -0.08 -0.06
H -1.5964 2.3463 1.4672 -0.09 -0.30 -0.29
H -0.7413 1.9260 2.9097 -0.02 -0.32 0.02
H 0.9764 -1.3253 -0.0651 -0.12 -0.13 -0.38
H 1.2507 -0.1246 -1.2769 0.04 -0.41 -0.12
H 1.5778 0.1657 0.3147 0.18 0.08 -0.10
H 2.6495 -2.1108 -2.7841 -0.10 -0.01 -0.17
H 3.5417 -1.8634 -1.5818 -0.03 0.09 0.16
O 2.6129 -1.9610 -1.8334 0.14 -0.11 0.01

Entry 2:
20
Properties=species:S:1:pos:R:3:forces:R:3 method="wB97M-V/def2-TZVPD" total_charge=+1 gap_ev=13.1373 e_above_lowest_kj_mol=217.2 spin_multiplicity=1 lumo_energy_ev=-2.97 mol_weight_g_mol=92.2 e_homo_ev=-16.11
C 1.4730 0.9701 0.2057 1.04 0.04 1.66
C 0.0922 1.1566 -0.4254 0.33 -2.39 -0.96
N -0.5225 -0.2424 -0.5863 0.44 -2.66 -1.62
C 0.3872 -1.0985 -1.4804 -0.70 -0.30 3.64
C -0.7873 1.8635 0.4611 -0.13 0.16 2.91
H 1.3928 -0.1297 0.6206 1.16 2.29 -0.52
H 1.4151 1.6765 1.1545 0.88 -1.61 -1.95
H 2.4595 1.2256 -0.4252 -2.49 -0.92 1.41
H 0.0152 1.6013 -1.4395 0.52 -0.35 0.51
H -0.6505 -0.9099 0.1899 0.22 1.08 1.25
H -1.4501 -0.3091 -1.0203 0.15 0.90 -0.05
H 0.0556 -2.1021 -1.4915 -1.02 -0.87 -0.65
H 0.3505 -0.5565 -2.3239 0.81 1.06 -3.51
H 1.3012 -1.2015 -0.9287 0.80 0.55 -0.46
H -0.1216 2.5802 0.8887 -0.75 1.84 -0.07
H -1.1772 1.3797 1.3754 0.65 -0.71 -0.40
H -1.6514 2.0883 -0.0467 -1.94 1.79 -1.00
H -0.8630 -2.3981 2.4792 -0.07 0.80 -1.15
H -0.8341 -3.2715 1.3047 -0.05 0.09 -0.61
O -0.8847 -2.3225 1.4881 0.17 -0.80 1.56